{
  "formula": "C4H28N2O10",
  "method": "ωB97M-V with the def2-TZVPD basis set",
  "species": ["N", "C", "C", "N", "C", "C", "O", "H", "H", "H", "H", "H", "H", "H", "H", "H", "H", "O", "H", "H", "O", "H", "H", "O", "H", "H", "O", "H", "H", "O", "H", "H", "O", "H", "H", "O", "H", "H", "O", "H", "H", "O", "H", "H"],
  "coordinates": [[0.148, -0.027, -0.982], [1.405, -0.263, -0.285], [1.207, -1.457, 0.689], [2.104, -2.584, 0.498], [1.247, -1.001, 2.154], [0.195, -1.614, 3.054], [-0.948, -1.227, 3.014], [-0.635, 0.111, -0.355], [0.217, 0.824, -1.546], [1.811, 0.672, 0.115], [2.215, -0.588, -0.952], [0.232, -1.831, 0.483], [1.803, -3.331, -0.099], [2.972, -2.288, 0.158], [1.217, 0.085, 2.214], [2.251, -1.115, 2.579], [0.409, -2.388, 3.793], [1.719, 2.983, -0.218], [2.384, 3.608, -0.489], [0.884, 3.439, -0.338], [1.036, 0.291, -4.687], [0.296, 0.793, -4.371], [0.971, -0.564, -4.204], [-4.228, -0.560, 2.313], [-4.883, -0.753, 1.591], [-3.479, -0.996, 1.991], [-2.342, 1.590, 3.390], [-1.964, 0.747, 3.058], [-3.209, 1.553, 2.899], [-0.085, 2.130, -3.350], [-1.032, 1.961, -3.483], [0.020, 2.103, -2.398], [-2.588, -2.377, 0.760], [-1.700, -2.249, 0.992], [-2.836, -3.317, 0.541], [4.320, 2.080, -1.665], [3.651, 2.030, -0.983], [4.043, 1.541, -2.371], [-1.139, 1.891, 0.898], [-1.612, 1.844, 1.747], [-0.624, 2.711, 0.782], [-0.618, -1.627, -3.336], [-0.488, -1.138, -2.529], [-1.223, -2.327, -3.029]],
  "forces_ev_per_a": [[0.1, 0.1, -1.1], [0.5, -0.5, -0.1], [0.5, 0.4, 0.3], [-0.6, -0.4, 0.8], [1.1, 0.4, 0.8], [0.1, 0.7, -0.2], [-0.6, 0.1, -0.3], [0.2, 0.3, 0.3], [0.1, -0.8, 0.5], [-0.3, -0.3, 0.8], [-0.5, 0.0, -0.5], [-1.0, -0.2, -0.2], [-0.5, 0.1, -0.3], [1.5, 0.4, -0.4], [-1.0, 0.2, -0.1], [0.0, -0.8, -0.2], [0.6, -0.3, 0.0], [-0.4, -0.4, 0.2], [0.4, 0.5, -0.2], [0.0, 0.2, -0.1], [1.1, -1.8, -0.1], [-0.1, 0.3, 0.3], [-0.1, 0.8, -0.7], [-3.0, 1.1, -0.4], [0.8, 0.4, 1.2], [2.1, -1.4, -0.7], [-0.9, -0.7, -1.7], [0.0, 0.1, 0.9], [0.7, 0.1, 1.0], [-1.1, 0.7, 0.1], [0.2, 0.3, 0.1], [0.1, 0.4, 0.0], [-3.0, -1.2, -1.1], [2.0, -0.4, 0.5], [1.0, 1.6, 0.6], [0.9, 1.2, 1.3], [-0.3, -0.3, 0.0], [-0.7, -1.0, -1.3], [0.4, 0.0, -1.0], [0.4, 1.0, 0.1], [-0.7, -0.7, 0.9], [-0.9, -1.2, -0.4], [0.5, 0.8, 1.1], [0.4, 0.3, -0.5]],
  "total_energy_ha": -1031.0485,
  "multiplicity": 1,
  "homo_energy_ev": -9.74
}

{
  "formula": "C12H14NO2",
  "method": "ωB97M-V with the def2-TZVPD basis set",
  "species": ["C", "C", "C", "C", "C", "C", "C", "C", "C", "N", "H", "H", "H", "H", "H", "H", "H", "H", "H", "C", "C", "C", "O", "O", "H", "H", "H", "H", "H"],
  "coordinates": [[-0.188, -4.236, 0.253], [-0.260, -0.688, -0.643], [-0.417, -2.035, -1.011], [0.221, -2.802, 0.029], [0.824, -1.851, 0.824], [-0.996, 0.273, -1.398], [-1.757, -0.098, -2.463], [-1.895, -1.483, -2.836], [-1.029, -2.375, -2.244], [0.470, -0.563, 0.538], [-0.971, 1.294, -1.061], [-2.332, 0.666, -3.005], [0.694, 0.411, 1.347], [-2.594, -1.737, -3.612], [1.376, -2.160, 1.706], [-0.928, -3.390, -2.605], [0.005, -4.730, -0.694], [-1.251, -4.241, 0.506], [0.202, -4.653, 1.189], [0.525, 3.064, 0.586], [-0.705, 3.887, 1.014], [1.323, 2.588, 1.774], [1.276, 1.325, 2.083], [2.084, 3.317, 2.415], [0.436, 2.449, -0.320], [1.101, 3.830, 0.019], [-0.340, 4.727, 1.606], [-1.340, 3.354, 1.716], [-1.184, 4.184, 0.079]],
  "forces_ev_per_a": [[0.3, 1.0, 0.6], [-1.0, 1.0, 0.1], [1.0, -0.1, -0.2], [-0.3, 0.6, -0.8], [-0.8, -1.2, 1.2], [1.1, 0.1, 1.1], [-1.3, -0.8, -0.4], [1.3, 1.6, 0.0], [-1.1, -0.4, 1.1], [0.0, 0.0, -0.7], [0.0, 0.3, -0.2], [0.2, -0.4, 0.3], [0.6, 0.0, -0.9], [0.2, -0.2, -0.5], [0.0, 0.6, 0.2], [-0.3, -0.2, 0.1], [0.0, -1.0, 0.4], [-0.3, 0.0, -0.6], [0.8, -0.3, -0.6], [0.6, 2.2, -1.3], [0.6, -0.7, 0.0], [1.7, -1.9, 0.6], [-1.2, -0.4, -0.6], [-0.8, 0.9, -0.6], [-0.7, -1.0, 1.1], [0.4, 0.0, 1.0], [0.0, 0.3, -0.4], [-0.5, -0.3, -0.4], [-0.5, 0.3, 0.5]],
  "total_charge": -1,
  "total_energy_ha": -670.9393,
  "multiplicity": 1,
  "homo_energy_ev": -4.11
}

{
  "formula": "C25H45ClCoNO2P",
  "method": "ωB97M-V with the def2-TZVPD basis set",
  "species": ["Co", "P", "Cl", "C", "H", "H", "C", "C", "C", "H", "C", "H", "H", "C", "H", "H", "C", "H", "H", "C", "H", "H", "H", "H", "C", "C", "H", "C", "H", "H", "C", "H", "H", "C", "H", "H", "C", "H", "H", "H", "H", "C", "H", "C", "H", "H", "C", "H", "H", "C", "H", "H", "C", "H", "H", "H", "H", "C", "C", "H", "C", "H", "C", "H", "H", "C", "H", "H", "C", "H", "H", "H", "H", "O", "N", "O"],
  "coordinates": [[-0.722, 0.046, 0.779], [-1.636, -1.010, -0.908], [-1.588, 1.873, 1.499], [0.610, -0.857, 1.354], [0.693, -0.893, 2.449], [0.998, -1.736, 0.836], [-2.693, 0.054, -2.022], [-2.720, -2.026, 0.214], [-3.631, 0.963, -1.217], [-1.934, 0.696, -2.506], [-4.299, 1.999, -2.123], [-4.394, 0.348, -0.712], [-3.079, 1.479, -0.417], [-5.016, 1.361, -3.322], [-5.011, 2.587, -1.531], [-3.533, 2.699, -2.483], [-4.148, 0.335, -4.061], [-5.936, 0.872, -2.972], [-5.327, 2.145, -4.022], [-3.471, -0.677, -3.126], [-4.755, -0.207, -4.796], [-3.367, 0.866, -4.622], [-4.233, -1.330, -2.672], [-2.812, -1.327, -3.718], [-0.754, -2.269, -1.982], [-4.114, -2.456, -0.251], [-2.119, -2.940, 0.360], [-4.731, -3.419, 0.779], [-4.764, -1.575, -0.365], [-4.073, -2.948, -1.232], [-4.634, -2.930, 2.235], [-5.782, -3.592, 0.518], [-4.225, -4.391, 0.694], [-3.281, -2.307, 2.610], [-5.427, -2.191, 2.410], [-4.846, -3.769, 2.905], [-2.827, -1.299, 1.553], [-3.345, -1.817, 3.588], [-2.521, -3.095, 2.691], [-3.577, -0.498, 1.489], [-1.850, -0.829, 1.843], [-0.083, -1.608, -3.194], [0.043, -2.625, -1.304], [0.678, -2.610, -4.072], [-0.838, -1.092, -3.808], [0.613, -0.835, -2.845], [-0.161, -3.831, -4.462], [1.029, -2.097, -4.974], [1.570, -2.945, -3.524], [-0.840, -4.482, -3.253], [-0.923, -3.534, -5.196], [0.478, -4.568, -4.961], [-1.611, -3.486, -2.377], [-1.529, -5.266, -3.590], [-0.078, -4.972, -2.632], [-2.509, -3.149, -2.919], [-1.969, -4.010, -1.479], [1.108, 1.191, -1.466], [1.248, 0.601, 0.782], [0.335, 1.000, -2.226], [2.692, 0.217, 0.455], [1.299, 1.294, 1.627], [3.629, 1.361, 0.037], [3.090, -0.220, 1.383], [2.689, -0.586, -0.294], [3.546, 1.656, -1.449], [3.404, 2.264, 0.619], [4.652, 1.052, 0.284], [2.136, 2.168, -1.786], [4.299, 2.400, -1.744], [3.750, 0.742, -2.020], [1.959, 3.147, -1.297], [2.067, 2.322, -2.874], [-0.282, 4.274, -0.505], [-1.135, 3.530, -0.786], [0.567, 1.320, -0.245]],
  "forces_ev_per_a": [[-6.3, 1.2, -2.8], [0.1, 0.6, 0.6], [-1.1, 1.9, 1.1], [3.8, -1.0, 0.7], [0.5, -0.2, 0.0], [0.7, 0.0, 0.2], [0.0, -0.8, -0.4], [-0.1, 0.0, -0.8], [0.2, 0.2, 0.2], [-0.2, -0.1, 0.1], [0.0, -0.2, -0.1], [0.1, 0.2, -0.2], [-0.1, -0.3, -0.3], [0.0, 0.0, 0.1], [0.1, 0.0, -0.1], [0.0, -0.1, 0.0], [0.0, -0.1, 0.0], [0.1, 0.0, 0.0], [-0.1, -0.1, 0.0], [-0.3, 0.3, -0.1], [0.0, 0.1, 0.0], [0.0, 0.0, 0.1], [0.2, 0.2, -0.1], [-0.2, 0.2, 0.1], [-0.5, -0.2, 0.1], [-0.1, -0.2, 0.2], [-0.1, 0.2, 0.1], [0.1, 0.0, -0.1], [0.2, -0.2, 0.1], [-0.1, 0.1, 0.2], [-0.1, 0.1, 0.0], [0.1, -0.1, 0.1], [0.0, 0.1, 0.0], [0.0, 0.0, -0.1], [0.1, 0.0, 0.0], [-0.1, 0.0, 0.0], [-0.3, -0.2, 0.3], [-0.1, -0.1, -0.1], [0.0, 0.1, 0.0], [0.2, 0.0, -0.1], [-0.9, -0.7, 0.4], [0.0, 0.0, -0.1], [-0.1, 0.1, -0.1], [0.0, 0.0, 0.2], [0.2, -0.1, 0.1], [-0.2, -0.3, -0.1], [-0.1, 0.1, 0.0], [0.1, -0.1, 0.1], [-0.1, 0.0, 0.0], [0.0, 0.0, 0.1], [0.0, 0.0, 0.1], [-0.1, 0.0, 0.0], [0.0, 0.0, -0.3], [0.1, 0.0, 0.0], [0.0, 0.0, -0.1], [0.3, -0.1, 0.1], [0.1, 0.2, -0.2], [-1.8, 0.4, -0.8], [3.1, -2.1, 3.0], [0.3, 0.0, 0.3], [0.3, 0.5, 0.1], [-0.2, 0.0, 0.0], [0.4, -0.5, -0.1], [-0.3, 0.1, -0.3], [0.1, 0.1, 0.0], [-0.1, 0.6, 0.1], [0.0, -0.1, 0.0], [0.0, 0.2, 0.0], [1.4, 0.5, -1.3], [-0.1, -0.1, 0.0], [0.0, 0.1, 0.1], [0.0, -0.5, -0.1], [0.2, 0.2, 0.1], [-1.5, -1.2, -0.5], [1.4, 1.3, 0.4], [0.8, -0.3, -0.3]],
  "total_charge": -1,
  "total_energy_ha": -3368.9423,
  "multiplicity": 5,
  "homo_energy_ev": [-1.67, -2.41],
  "s_squared": 6.03
}

{
  "formula": "C5H10ClNO2",
  "method": "ωB97M-V with the def2-TZVPD basis set",
  "species": ["C", "C", "C", "C", "C", "N", "O", "O", "Cl", "H", "H", "H", "H", "H", "H", "H", "H", "H", "H"],
  "coordinates": [[1.790, -2.624, 2.116], [-0.627, 1.941, -0.374], [-1.309, -0.155, -1.196], [1.060, 0.198, -0.788], [-0.733, 0.194, 1.172], [-0.331, 0.540, -0.380], [2.343, -1.757, 1.585], [1.338, -3.485, 2.752], [-0.701, -1.629, 1.322], [-0.014, 2.457, -1.147], [-1.779, 1.962, -0.399], [-0.394, 2.418, 0.596], [-1.305, -1.191, -1.372], [-2.255, 0.098, -0.857], [-1.286, 0.331, -2.267], [1.106, -0.815, -0.789], [1.293, 0.402, -1.809], [1.756, 0.488, -0.045], [0.050, 0.626, 1.877]],
  "forces_ev_per_a": [[0.0, -0.4, 1.1], [-1.4, 2.0, 0.2], [0.1, 2.2, -4.1], [-1.1, 0.9, 0.2], [-0.2, 0.1, 0.0], [1.0, -2.0, 2.5], [0.3, 0.2, -0.5], [0.1, 0.1, -0.5], [0.0, 0.5, -0.1], [-1.0, -0.2, 0.1], [2.0, 0.7, -0.5], [0.2, -0.5, -0.4], [1.0, -1.3, 0.5], [-1.8, 0.4, 1.0], [0.2, -0.8, 1.7], [0.0, -3.3, 0.4], [0.1, 1.2, -0.7], [0.6, 0.9, 0.4], [-0.2, -0.8, -1.4]],
  "total_energy_ha": -861.8307,
  "multiplicity": 1,
  "homo_energy_ev": -7.11
}

{
  "formula": "C24H29ClHfN9O2Se",
  "method": "ωB97M-V with the def2-TZVPD basis set",
  "species": ["Hf", "Se", "N", "C", "C", "C", "C", "C", "N", "C", "C", "N", "C", "C", "C", "C", "C", "N", "H", "H", "H", "H", "H", "H", "C", "C", "N", "O", "C", "C", "N", "O", "H", "H", "H", "H", "H", "H", "H", "Cl", "C", "H", "H", "C", "C", "N", "C", "N", "C", "C", "C", "N", "C", "H", "H", "H", "H", "H", "H", "H", "H", "H", "H", "H", "H", "H", "H"],
  "coordinates": [[0.000, 0.000, 0.000], [5.228, -4.588, 3.416], [3.614, -4.801, 2.665], [3.119, -3.638, 2.205], [1.877, -3.509, 1.572], [1.053, -4.633, 1.377], [-0.180, -4.501, 0.748], [-0.593, -3.249, 0.313], [0.204, -2.168, 0.503], [1.441, -2.228, 1.121], [2.317, -1.071, 1.335], [2.012, 0.222, 0.946], [2.834, 1.281, 1.152], [4.057, 1.099, 1.785], [4.425, -0.175, 2.203], [3.570, -1.271, 1.987], [3.938, -2.555, 2.406], [5.096, -2.843, 3.028], [1.361, -5.616, 1.711], [-0.813, -5.367, 0.598], [-1.550, -3.132, -0.178], [2.535, 2.267, 0.822], [4.715, 1.942, 1.952], [5.382, -0.301, 2.696], [-1.956, 1.692, 3.474], [-1.466, 0.736, 2.428], [-0.232, 0.448, 2.162], [0.657, 1.140, 2.994], [-2.484, 0.014, 1.598], [-3.713, -0.503, 2.296], [-2.184, -0.050, 0.340], [-3.131, -0.644, -0.454], [-1.287, 2.552, 3.558], [-2.004, 1.178, 4.437], [-2.951, 2.066, 3.215], [1.510, 0.910, 2.581], [-3.516, -0.640, 3.363], [-4.020, -1.471, 1.891], [-4.528, 0.217, 2.175], [-0.749, 3.169, 0.929], [-0.129, 2.295, -0.489], [0.881, 2.675, -0.746], [-0.813, 2.451, -1.349], [-0.430, -4.169, -3.678], [0.656, -3.479, -2.878], [0.069, -2.422, -2.101], [-0.901, -1.585, -2.552], [-1.060, -0.470, -1.923], [-2.103, 0.435, -2.407], [-3.239, -0.305, -3.089], [-2.655, -1.172, -4.188], [-1.636, -2.041, -3.619], [-1.165, -3.115, -4.485], [-1.130, -4.675, -3.001], [0.001, -4.929, -4.338], [1.424, -3.067, -3.542], [1.146, -4.197, -2.212], [0.657, -1.984, -1.402], [-1.654, 1.168, -3.087], [-2.502, 0.994, -1.553], [-3.964, 0.403, -3.502], [-3.766, -0.932, -2.358], [-2.213, -0.548, -4.974], [-3.455, -1.765, -4.645], [-0.503, -2.696, -5.253], [-2.008, -3.586, -5.002], [1.356, -0.223, -1.400]],
  "forces_ev_per_a": [[-0.6, 2.6, -3.5], [-2.2, 1.9, -1.4], [-0.9, -0.3, -0.4], [1.8, -3.2, 1.5], [-1.9, 0.3, -1.0], [-0.8, 0.4, -0.5], [0.5, 0.0, 0.3], [1.2, 0.4, 0.8], [0.7, -0.4, 1.4], [-1.2, -2.2, -0.1], [1.9, 1.7, 0.5], [1.0, -0.8, -0.3], [0.1, -1.6, -0.2], [0.2, -0.6, 0.2], [-0.4, 0.7, -0.3], [-0.7, 2.0, -0.7], [3.3, -1.3, 1.8], [0.1, 1.0, -0.1], [0.3, 0.2, 0.1], [0.0, 0.1, 0.0], [0.0, 0.5, 0.0], [-0.4, -0.2, -0.1], [-0.1, 0.0, 0.0], [-0.1, -0.3, 0.0], [0.3, 0.0, 0.0], [-0.6, -0.4, -0.2], [-1.0, 0.8, 1.9], [0.0, -0.4, -0.2], [0.7, 0.6, 1.0], [0.3, 0.1, -0.3], [-3.5, -2.2, -0.4], [1.7, 0.6, 2.8], [0.0, -0.3, 0.1], [0.0, 0.1, 0.0], [0.1, -0.3, 0.0], [-0.5, 0.4, 0.8], [0.0, 0.2, -0.1], [0.0, 0.3, -0.2], [-0.1, -0.2, 0.0], [-0.2, 0.9, -0.1], [0.6, -1.1, -0.6], [-0.6, 0.1, 0.1], [0.5, 0.2, 0.6], [0.0, -0.1, -0.1], [0.3, -0.3, -0.3], [0.0, -0.3, 0.1], [0.2, -1.0, -1.3], [0.0, 0.4, -0.1], [-0.5, 0.6, 0.0], [-0.1, 0.0, -0.2], [-0.3, 0.4, 0.0], [-0.3, 0.3, 0.3], [0.2, -0.2, 0.1], [0.1, 0.1, -0.1], [-0.1, 0.2, 0.1], [0.0, -0.2, -0.1], [0.0, 0.1, 0.1], [0.3, -0.1, -1.0], [0.1, -0.1, -0.1], [0.2, -0.1, -0.6], [0.2, -0.1, 0.0], [0.2, 0.2, -0.3], [0.0, 0.0, -0.1], [0.3, -0.2, 0.1], [0.0, -0.1, -0.1], [0.0, 0.4, 0.2], [-0.1, -0.2, 0.7]],
  "total_charge": 1,
  "total_energy_ha": -4484.5682,
  "multiplicity": 1,
  "homo_energy_ev": [-10.45, -10.45]
}

Number 1 is which compound? C4H28N2O10

What is the formula in the second record? C12H14NO2